Record 1
{"formula": "CH4N2O2", "method": "wB97M-V/def2-TZVPD", "symbols": ["N", "O", "C", "N", "O", "H", "H", "H", "H"], "positions_angstrom": [[-1.90476, -0.09708, 0.03627], [-0.80065, 0.66692, -0.05686], [0.59171, -0.35523, -0.10167], [1.55828, 0.55863, -0.02582], [0.44785, -1.49197, -0.00034], [-1.95939, -0.93785, -0.57161], [-1.86973, -0.33316, 0.97486], [2.51520, 0.48415, 0.17817], [1.42149, 1.50559, -0.43300]], "smiles": "NOC(N)=O", "orbital_gap_ha": 0.3431, "max_force_ha_per_bohr": 0.114, "total_energy_ev": -8174.6536}

=====

Record 2
{"formula": "CH4N2O2", "method": "wB97M-V/def2-TZVPD", "symbols": ["O", "N", "C", "N", "O", "H", "H", "H", "H"], "positions_angstrom": [[1.73229, -0.65076, -0.19290], [1.43279, 0.69511, -0.02040], [0.08864, 0.86032, -0.04674], [-0.78060, -0.31435, -0.11730], [-2.14554, 0.01660, 0.04042], [2.62553, -0.77626, 0.54191], [0.03227, 1.94276, -0.17883], [-0.46958, -1.10011, 0.68171], [-2.51580, -0.67332, -0.70787]], "smiles": "O/N=C\\NO", "orbital_gap_ha": 0.3478, "max_force_ha_per_bohr": 0.118, "total_energy_ev": -8171.4772}

=====

Record 3
{"formula": "CH4N2O2", "method": "wB97M-V/def2-TZVPD", "symbols": ["O", "N", "C", "N", "O", "H", "H", "H", "H"], "positions_angstrom": [[-1.40375, 0.35898, -0.01050], [-1.04023, -1.05009, -0.09896], [0.32406, -0.89172, -0.15034], [1.14783, 0.27476, 0.36680], [0.68340, 1.53690, -0.21277], [-2.32145, 0.23000, 0.31507], [0.95392, -1.81298, -0.02235], [2.01362, -0.02900, -0.14940], [-0.35740, 1.38315, -0.03755]], "smiles": "O/N=C\\NO", "orbital_gap_ha": 0.3559, "max_force_ha_per_bohr": 0.136, "total_energy_ev": -8171.9508}

=====

Record 4
{"formula": "CH4N2O2", "method": "wB97M-V/def2-TZVPD", "symbols": ["H", "N", "N", "O", "H", "C", "O", "H", "H"], "positions_angstrom": [[-0.64570, -0.40017, 1.61300], [-0.72122, -0.90617, 0.76131], [-1.52618, -0.59567, -0.13868], [-2.37610, 0.37140, -0.28186], [-1.33242, -1.21332, -0.93514], [1.63772, 0.68836, -0.24826], [1.24666, -0.43359, -0.09286], [2.32104, 1.14541, 0.44935], [1.39620, 1.34374, -1.12687]], "smiles": "[H]/N=[NH+]\\[O-].C=O", "orbital_gap_ha": [0.3761, 0.3762], "max_force_ha_per_bohr": 0.055, "total_energy_ev": -8172.5347}

=====

Record 5
{"formula": "CH4N2O2", "method": "wB97M-V/def2-TZVPD", "symbols": ["C", "N", "O", "N", "O", "H", "H", "H", "H"], "positions_angstrom": [[-0.35599, 0.80901, 0.95228], [0.33224, 0.09674, -0.04199], [1.24217, 0.50370, -0.64236], [-0.42401, -1.15081, -0.40515], [0.34630, -1.72245, -1.35531], [-1.40052, 0.41444, 0.92564], [0.01074, 0.45940, 1.89191], [-0.19947, 1.83328, 0.80180], [0.44854, -1.24332, -2.12682]], "smiles": "C/[N+]([O-])=N/O", "orbital_gap_ha": [0.3354, 0.3374], "max_force_ha_per_bohr": 0.163, "total_energy_ev": -8171.7926}

=====

Record 6
{"formula": "CH4N2O2S", "method": "wB97M-V/def2-TZVPD", "symbols": ["N", "C", "S", "N", "O", "O", "H", "H", "H", "H"], "positions_angstrom": [[1.03798, 0.13639, 1.05359], [0.03287, -0.40235, 0.24278], [-1.63601, -0.60942, 1.03138], [-0.08413, 0.45535, -1.08134], [-1.13181, 0.55734, -1.67808], [0.99262, 0.92010, -1.33803], [2.00125, -0.07540, 0.91854], [0.95074, 1.17329, 1.05964], [0.30374, -1.40665, -0.20659], [-2.46726, -0.74864, -0.00188]], "smiles": "N[C@@H](S)[N+](=O)[O-]", "orbital_gap_ha": 0.3659, "max_force_ha_per_bohr": 0.049, "total_energy_ev": -19008.9727}

=====

Record 7
{"formula": "CH4N2O2S", "method": "wB97M-V/def2-TZVPD", "symbols": ["C", "N", "N", "O", "O", "S", "H", "H", "H", "H"], "positions_angstrom": [[0.56487, -0.73281, 0.22147], [-1.07015, -2.10992, -1.18038], [0.53993, 0.19636, -0.72137], [-1.53953, -3.17870, -1.06964], [-0.25563, -1.77084, 0.15243], [-0.96827, 0.81780, 1.61676], [1.30812, -0.67245, 1.00719], [-0.29869, 0.40512, -1.23252], [1.15994, 0.98554, -0.67136], [-0.57547, 0.21392, 2.73650]], "orbital_gap_ha": [0.2031, 0.2029], "max_force_ha_per_bohr": 0.087, "total_energy_ev": -19007.2899}

=====

Record 8
{"formula": "CH4N2O3P", "method": "wB97M-V/def2-TZVPD", "symbols": ["C", "N", "N", "O", "O", "O", "P", "H", "H", "H", "H"], "positions_angstrom": [[0.99515, -0.65853, 0.44444], [-1.04719, -1.55269, -0.05439], [-0.47389, 1.21059, -1.11690], [1.86543, 1.83125, -0.35017], [1.85600, -1.33472, 0.84235], [0.05126, 1.54240, 1.48342], [0.62983, 1.19398, 0.14901], [-0.82438, -2.49661, 0.33304], [-1.49256, -1.05445, 0.81829], [-1.30807, 0.79007, -0.78968], [-0.25159, 0.52871, -1.75942]], "charge": -1, "orbital_gap_ha": [0.3065, 0.3065], "max_force_ha_per_bohr": 0.060, "total_energy_ev": -19515.2214}

=====

Record 9
{"formula": "CH4N2O3S", "method": "wB97M-V/def2-TZVPD", "symbols": ["O", "S", "O", "O", "H", "N", "C", "N", "H", "H", "H"], "positions_angstrom": [[1.55383, 1.06385, 2.30728], [1.64865, -0.24016, 1.60967], [2.71634, -0.41526, 0.65883], [1.14327, -1.40100, 2.29546], [-0.62446, -1.09968, 0.58332], [-0.26492, -0.19360, 0.20080], [-0.48210, 0.34324, -0.94511], [-1.65109, 0.23759, -1.69035], [0.18010, 1.14047, -1.35033], [-1.88377, 0.94792, -2.37615], [-2.33585, -0.38337, -1.29342]], "smiles": "O=S(=O)=O.[H]/N=C\\N", "orbital_gap_ha": 0.3933, "max_force_ha_per_bohr": 0.065, "total_energy_ev": -21058.4332}

=====

Record 10
{"formula": "CH4N2O3S", "method": "wB97M-V/def2-TZVPD", "symbols": ["C", "N", "N", "O", "O", "O", "S", "H", "H", "H", "H"], "positions_angstrom": [[-0.82668, -1.45001, -0.20562], [0.28743, -1.89754, -0.00520], [1.95970, 0.42138, 0.23359], [-1.96679, -1.41126, -0.37402], [-1.51481, 1.24335, -1.09978], [-2.40138, 1.23301, 1.17725], [-2.68190, 1.03175, -0.26003], [1.08189, -1.29177, 0.16228], [1.45183, 1.14975, 0.79709], [1.59757, 0.57237, -0.70389], [3.01314, 0.39895, 0.27833]], "orbital_gap_ha": [0.3309, 0.2226], "spin_multiplicity": 3, "max_force_ha_per_bohr": 0.065, "total_energy_ev": -21055.7989}

=====

Record 11
{"formula": "CH4N2O6S2", "method": "wB97M-V/def2-TZVPD", "symbols": ["C", "N", "N", "O", "O", "O", "O", "O", "O", "S", "S", "H", "H", "H", "H"], "positions_angstrom": [[-0.22443, 0.12903, 0.30191], [-0.38795, -0.79935, -1.91017], [-0.37771, -0.87292, -0.50216], [1.04864, 2.51248, 0.38372], [-0.76753, -1.87342, 1.81225], [1.84967, 0.67973, -1.01431], [-0.12284, 1.89017, -1.66072], [-0.34057, 0.18917, 3.05800], [1.45039, -0.92254, 1.86513], [0.69806, 1.44385, -0.52289], [0.02041, -0.63286, 1.92536], [-2.17995, 0.73295, 0.60568], [0.58411, -0.95954, -2.20098], [-0.53410, 0.21075, -2.10111], [-0.71618, -1.72750, -0.03971]], "charge": -2, "orbital_gap_ha": [0.2302, 0.2303], "max_force_ha_per_bohr": 0.055, "total_energy_ev": -38034.1593}

=====

Record 12
{"formula": "CH4N2P2", "method": "wB97M-V/def2-TZVPD", "symbols": ["C", "N", "N", "P", "P", "H", "H", "H", "H"], "positions_angstrom": [[-0.02246, 0.25248, -0.09053], [-0.90511, -0.68565, -0.68645], [0.97382, -0.18677, 0.79699], [-1.70192, 0.75039, 0.13447], [1.70495, 0.86426, -0.25701], [-1.12623, -0.76733, -1.64637], [0.89392, 0.00249, 1.75256], [-1.82665, 0.12603, 1.49796], [2.00969, -0.35590, -1.50161]], "orbital_gap_ha": 0.3565, "max_force_ha_per_bohr": 0.080, "total_energy_ev": -22655.8413}

=====

Quick rundown of energy above the lowest of the compared OMol25 structures with the same formula, charge and spin, same order as above: 2.032, 5.208, 4.735, 4.151, 4.893, 2.951, 4.634, 2.670, 1.162, 0.000, 2.746, 2.668 eV